This record from OMol25 describes a cluster of 2 separate species, CH7IN3 in total. The level of theory is ωB97M-V with the def2-TZVPD basis set.

Geometry as XYZ:
```
12
Properties=species:S:1:pos:R:3:forces:R:3
C 1.532634 0.317622 -0.076964 0.88 1.24 2.09
N 1.189537 1.456115 0.590262 -0.83 -1.60 -0.70
N 0.658438 -0.596831 -0.400865 -0.83 0.23 -0.43
N -2.096701 -0.505804 -0.154748 0.59 -0.29 0.03
I 3.597788 -0.001147 -0.055160 -0.24 -0.16 -0.54
H 1.886906 2.045384 1.113271 -1.35 -1.00 -0.94
H 0.153705 1.490454 0.716575 1.32 0.86 0.33
H 0.884403 -1.338300 -1.072256 0.17 0.47 0.62
H -0.392701 -0.472075 -0.156030 1.15 0.28 -0.58
H -2.734297 -0.365408 -0.904036 -0.03 0.26 -1.62
H -2.779833 -0.541545 0.542503 -1.06 0.72 2.37
H -1.899881 -1.488464 -0.142552 0.22 -1.02 -0.64
```
Forces are in eV/Å.

Values from the calculation:
HOMO level: -0.5272 Ha
LUMO energy: -4.02 eV
energy above the lowest of the compared OMol25 structures with the same formula, charge and spin: 23.2 kcal per mole
E_tot: -504.01900 Eh
total charge: +1
2S+1: 1

These are the Mulliken partial charges, in e, on atoms 1 to 4: number 1, C, carries 0.43; number 2, N, carries -0.41; number 3, N, carries -0.29; number 4, N, carries -0.85